[1]
{"formula": "C40H96InN4O17", "method": "wB97M-V/def2-TZVPD", "lumo_energy_ev": -7.762, "e_homo_ha": -0.3933, "charge": 1, "orbital_gap_ha": 0.1080, "mol_weight_g_mol": 1020.04, "total_energy_ev": -88958.30506, "species": ["In", "C", "C", "C", "O", "C", "C", "C", "O", "O", "O", "H", "H", "C", "C", "C", "O", "C", "N", "H", "H", "H", "H", "H", "H", "H", "H", "H", "H", "H", "C", "C", "C", "O", "C", "N", "H", "H", "H", "H", "H", "H", "H", "H", "H", "H", "H", "C", "C", "O", "H", "H", "H", "H", "H", "H", "C", "C", "O", "H", "H", "H", "H", "H", "H", "C", "C", "O", "H", "H", "H", "H", "H", "H", "C", "C", "O", "H", "H", "H", "H", "H", "H", "C", "C", "O", "H", "H", "H", "H", "H", "H", "C", "C", "O", "H", "H", "H", "H", "H", "H", "C", "C", "O", "H", "H", "H", "H", "H", "H", "C", "O", "C", "C", "N", "C", "C", "O", "C", "H", "H", "H", "H", "H", "H", "H", "H", "H", "H", "H", "H", "H", "H", "H", "C", "O", "C", "C", "N", "C", "C", "O", "C", "H", "H", "H", "H", "H", "H", "H", "H", "H", "H", "H", "H", "H", "H", "H"], "coordinates": [[3.201, -2.321, -1.127], [0.843, 1.970, 0.573], [-0.479, 2.140, 0.955], [-1.536, 1.010, 0.929], [-2.802, 1.223, 1.126], [-1.048, -0.245, 0.739], [0.343, -0.549, 0.467], [1.369, 0.623, 0.242], [2.511, 0.327, -0.136], [0.757, -1.639, 0.148], [-0.754, 3.376, 1.184], [1.492, 2.828, 0.477], [-1.661, -1.135, 0.755], [-0.657, -3.231, -4.720], [0.292, -2.445, -3.775], [-0.153, -1.085, -3.226], [1.016, -0.304, -3.045], [0.991, 1.157, -3.137], [0.751, -3.395, -2.756], [-0.885, -2.652, -5.615], [-1.538, -3.410, -4.103], [-0.268, -4.216, -4.980], [1.243, -2.296, -4.287], [-0.580, -1.162, -2.226], [-0.919, -0.602, -3.832], [1.969, 1.630, -3.220], [0.537, 1.388, -2.173], [0.318, 1.500, -3.923], [-0.019, -3.678, -2.168], [0.883, -4.140, -3.425], [2.781, 7.211, 0.277], [1.509, 6.808, 1.048], [0.212, 6.825, 0.209], [-0.067, 8.200, -0.112], [-0.975, 8.992, 0.621], [1.991, 5.533, 1.552], [2.609, 8.226, -0.081], [2.886, 6.598, -0.618], [3.756, 7.138, 0.758], [1.519, 7.484, 1.903], [-0.632, 6.307, 0.665], [0.181, 6.185, -0.672], [-2.004, 8.654, 0.501], [-0.962, 10.060, 0.407], [-0.620, 8.852, 1.642], [1.170, 5.156, 2.004], [2.057, 4.965, 0.719], [5.614, 3.499, 1.603], [4.229, 3.053, 0.954], [4.374, 2.221, -0.171], [6.312, 3.777, 0.814], [6.111, 2.609, 1.988], [5.476, 4.383, 2.227], [3.594, 3.831, 0.531], [3.566, 2.607, 1.695], [3.539, 1.750, -0.213], [-3.279, -5.072, -1.541], [-1.992, -4.336, -1.190], [-0.858, -5.137, -1.039], [-3.278, -5.634, -2.475], [-4.063, -4.348, -1.767], [-3.528, -5.806, -0.775], [-2.143, -3.829, -0.237], [-1.783, -3.537, -1.901], [-1.243, -5.784, -0.444], [-4.524, 5.577, 2.592], [-3.237, 6.350, 2.804], [-2.178, 5.443, 3.257], [-4.908, 5.145, 3.516], [-4.434, 4.762, 1.874], [-5.347, 6.221, 2.282], [-3.438, 7.026, 3.635], [-3.009, 6.967, 1.935], [-1.965, 4.736, 2.644], [-4.903, 4.305, -1.897], [-3.981, 3.507, -0.962], [-2.670, 3.925, -1.100], [-4.484, 4.371, -2.901], [-5.048, 5.324, -1.538], [-5.824, 3.756, -2.093], [-3.932, 2.464, -1.274], [-4.317, 3.517, 0.075], [-2.198, 3.664, -0.307], [-3.715, -2.893, 3.319], [-4.381, -3.337, 1.960], [-5.703, -2.837, 1.795], [-3.919, -1.830, 3.451], [-2.650, -3.125, 3.296], [-4.229, -3.395, 4.140], [-4.444, -4.422, 2.053], [-3.794, -2.934, 1.135], [-5.648, -1.882, 1.715], [-5.404, -1.699, -1.524], [-4.338, -0.783, -1.956], [-3.256, -1.489, -2.457], [-5.085, -2.469, -0.822], [-5.933, -2.208, -2.330], [-6.064, -0.939, -1.106], [-3.938, -0.174, -1.146], [-4.657, -0.195, -2.817], [-2.529, -1.242, -1.882], [-6.975, 1.230, 0.380], [-6.673, 0.854, 1.838], [-5.528, -0.024, 1.890], [-7.768, 1.953, 0.187], [-7.332, 0.358, -0.168], [-6.165, 1.697, -0.181], [-7.611, 0.372, 2.113], [-6.623, 1.716, 2.503], [-4.708, 0.469, 1.811], [3.874, -0.377, -4.451], [4.460, -0.612, -3.155], [5.620, 0.196, -3.060], [6.323, -0.029, -1.734], [5.354, -0.168, -0.595], [6.207, -0.546, 0.553], [5.197, -0.584, 1.723], [4.308, -1.691, 1.465], [3.730, -2.036, 2.782], [3.637, 0.687, -4.479], [2.932, -0.919, -4.537], [4.615, -0.588, -5.222], [5.353, 1.241, -3.218], [6.188, -0.030, -3.962], [6.822, 0.899, -1.457], [7.071, -0.811, -1.870], [5.122, 0.782, -0.339], [7.090, 0.068, 0.728], [6.561, -1.536, 0.265], [4.705, 0.383, 1.831], [5.745, -0.785, 2.644], [4.487, -2.628, 3.297], [2.809, -2.617, 2.723], [3.570, -1.222, 3.489], [5.934, -4.303, 1.262], [4.597, -4.206, 0.826], [3.899, -5.296, 1.374], [2.760, -5.870, 0.499], [1.707, -4.940, 0.309], [0.901, -4.716, 1.408], [0.071, -5.825, 2.039], [-0.659, -6.512, 1.014], [-1.900, -7.046, 1.568], [6.569, -3.425, 1.147], [6.438, -5.091, 0.703], [6.113, -4.564, 2.305], [3.551, -5.255, 2.406], [4.581, -6.141, 1.473], [2.534, -6.832, 0.958], [3.194, -6.081, -0.479], [1.093, -5.256, -0.428], [0.112, -4.024, 1.112], [1.431, -4.249, 2.238], [-0.446, -5.282, 2.830], [0.691, -6.574, 2.530], [-1.739, -8.001, 2.068], [-2.597, -7.047, 0.729], [-2.426, -6.487, 2.342]], "forces_ev_per_a": [[-0.27, 0.73, 0.59], [2.34, -3.38, -1.48], [-2.24, 4.41, 0.81], [-4.30, 2.83, 1.13], [4.37, -0.13, -0.64], [2.23, -2.61, -0.19], [0.37, 1.43, -0.74], [-0.45, 0.72, 0.57], [-1.55, 0.38, 0.28], [-0.14, -1.14, 0.06], [-0.43, -3.46, -0.33], [-0.04, 0.12, 0.30], [-0.49, 0.10, -0.03], [-0.30, 1.19, 0.94], [0.65, -0.28, -0.65], [0.09, 0.30, 0.19], [1.67, 0.75, -0.90], [-1.61, -1.57, 0.95], [0.13, 0.58, -0.03], [-0.22, -0.17, 0.02], [-0.49, -0.02, -0.47], [0.27, 0.18, -0.14], [-0.23, 0.71, -0.56], [-0.33, -0.52, 0.18], [0.15, 0.07, -0.37], [0.08, -0.66, -0.04], [-0.02, 1.04, 0.04], [0.10, -0.05, -0.16], [0.17, -0.19, 0.24], [0.70, -1.10, 0.94], [-0.93, 1.42, -1.61], [2.71, 0.10, -0.36], [-0.49, 1.06, 0.98], [0.52, -0.24, -2.04], [0.31, -1.33, 1.30], [-1.91, -0.92, 0.51], [0.44, 0.15, -0.19], [-0.18, -0.20, -0.25], [-0.50, 0.06, 0.71], [-0.89, 0.12, 0.01], [-0.24, 0.46, 1.23], [1.09, 0.52, -0.78], [-0.12, -0.15, 0.08], [0.59, -0.24, -0.59], [-0.75, 0.41, 0.60], [-0.13, -0.76, 0.70], [0.27, -0.35, -0.26], [-1.36, -0.61, -2.04], [0.45, 1.56, 0.39], [0.79, 0.00, 0.07], [-0.26, 0.35, -0.35], [-0.29, 0.20, 0.91], [0.08, -0.55, 0.43], [0.68, 1.02, 0.70], [0.24, -0.45, 0.46], [-0.17, -0.59, -0.54], [0.15, -0.03, -0.79], [-0.82, 1.12, -0.26], [-0.55, -0.25, -1.04], [0.75, -0.12, -0.14], [-0.20, 0.05, 0.78], [-0.39, 0.33, 0.19], [-0.31, 0.31, 0.27], [-0.21, -0.09, -0.21], [1.23, -0.75, 0.42], [-0.62, -0.13, 0.07], [-0.18, -1.37, 0.70], [-0.42, 1.40, 0.07], [0.40, -0.14, 0.19], [0.13, 0.08, -0.14], [0.13, 0.22, -0.37], [0.49, 0.04, 0.06], [0.51, -0.27, -0.13], [-0.38, 0.11, -0.52], [0.51, -0.48, -0.04], [-1.10, -0.80, -0.96], [1.50, 1.18, 0.14], [0.48, 0.07, 0.08], [-0.30, -0.13, 0.04], [-0.32, 0.25, 0.56], [-0.85, -0.44, -0.01], [-0.12, 0.20, 0.07], [0.18, 0.15, 0.18], [-1.19, 0.02, -1.14], [-0.25, 0.97, 1.65], [0.30, -1.05, 0.27], [0.41, 0.14, 0.04], [0.05, 0.08, 0.21], [0.23, -0.13, 0.03], [0.04, -0.05, -0.87], [0.44, -0.59, -0.25], [-0.01, 0.58, 0.09], [-1.15, 0.35, 0.36], [0.22, 0.27, -0.89], [2.45, -1.11, -0.40], [-0.06, 0.38, 0.33], [0.18, 0.16, -0.23], [-0.77, -0.83, 0.61], [-0.69, 0.45, 0.17], [-0.50, 0.66, 0.42], [0.28, -0.36, -0.34], [-0.04, 0.47, -0.67], [-0.55, 0.38, -1.40], [-1.10, 0.07, 0.46], [-0.34, 0.14, 0.84], [0.32, -0.18, 0.07], [0.54, -0.34, 0.19], [0.56, -0.82, 0.63], [0.61, 0.05, -0.04], [0.08, 0.38, -0.15], [0.08, 0.34, 0.98], [-0.64, -0.28, -0.48], [-0.43, 0.02, -0.33], [-0.91, 1.09, -0.21], [2.53, -1.36, -0.81], [-2.06, -0.95, -0.07], [1.67, -1.11, -0.68], [-1.00, 1.36, 2.27], [0.83, -0.64, -0.46], [-0.09, 0.16, -0.36], [0.38, -0.18, -0.03], [-0.22, -0.25, -0.21], [-0.32, 0.31, 0.40], [0.86, -0.17, 0.27], [0.73, 0.03, -0.56], [-0.30, -0.35, 0.66], [-0.72, 0.32, -0.49], [-0.12, 0.49, 0.05], [0.18, -0.19, 0.73], [-0.37, -0.04, -0.10], [-0.01, -0.02, 0.24], [0.00, -0.40, -0.02], [0.13, 0.10, -0.55], [-0.19, 0.66, -0.64], [1.64, -0.25, -0.14], [-0.30, 0.03, 0.73], [-0.45, -2.25, -0.51], [2.24, 0.51, 0.02], [0.41, -0.35, -1.71], [-2.13, 1.12, 1.94], [1.70, -0.71, -0.51], [-1.68, 0.24, 2.64], [0.13, -0.16, -0.45], [-0.77, 0.45, -0.49], [0.02, -0.20, -0.18], [-0.82, -0.08, 0.35], [-0.10, 1.24, 0.29], [0.35, -0.21, -0.28], [-0.54, -0.17, 0.11], [0.01, -0.13, -0.09], [0.00, 0.19, -0.47], [0.23, 0.50, -0.14], [0.23, 0.14, 0.03], [-0.99, -0.42, -0.18], [0.15, -0.14, 0.22], [0.07, -0.37, -0.62], [0.02, -0.78, 0.08], [0.59, 0.95, 0.01]]}

***

[2]
{"formula": "C26H30F4N2O12PS3", "method": "wB97M-V/def2-TZVPD", "lumo_energy_ev": -3.469, "e_homo_ha": -0.4047, "charge": 1, "orbital_gap_ha": 0.2773, "mol_weight_g_mol": 765.70, "total_energy_ev": -107654.05826, "species": ["C", "C", "C", "N", "C", "P", "S", "C", "S", "N", "S", "C", "C", "C", "C", "C", "C", "C", "C", "C", "H", "H", "H", "H", "H", "H", "H", "H", "H", "H", "H", "H", "H", "H", "H", "H", "H", "H", "C", "C", "O", "C", "O", "O", "F", "H", "H", "H", "C", "C", "O", "C", "O", "O", "F", "H", "H", "H", "C", "C", "O", "C", "O", "O", "F", "H", "H", "H", "C", "C", "O", "C", "O", "O", "F", "H", "H", "H"], "coordinates": [[3.028, 3.234, -0.639], [1.997, 3.033, 0.254], [0.598, 2.579, -0.116], [0.570, 1.695, -1.277], [0.734, 2.107, -2.578], [1.036, 3.744, -3.315], [2.735, 3.816, -4.258], [0.607, 1.019, -3.383], [0.733, 0.937, -5.109], [0.361, -0.043, -2.503], [0.085, -1.614, -3.153], [0.351, 0.377, -1.225], [0.098, -0.418, 0.007], [0.945, -1.659, 0.200], [0.497, -2.906, -0.226], [1.248, -4.061, -0.057], [2.499, -3.988, 0.559], [3.324, -5.238, 0.707], [2.936, -2.750, 1.024], [2.176, -1.605, 0.851], [3.000, 4.061, -1.341], [3.866, 2.547, -0.688], [2.177, 3.236, 1.310], [0.192, 2.092, 0.757], [-0.055, 3.435, -0.323], [-0.006, 3.914, -4.242], [0.902, 4.734, -2.328], [-0.395, 0.270, -5.411], [1.168, -2.351, -2.833], [0.333, 0.240, 0.837], [-0.950, -0.699, 0.105], [-0.469, -2.977, -0.709], [0.866, -5.007, -0.408], [2.842, -6.051, 0.175], [3.492, -5.475, 1.755], [4.307, -5.089, 0.259], [3.888, -2.679, 1.533], [2.516, -0.643, 1.216], [-3.626, -1.212, -1.762], [-4.007, -2.060, -2.955], [-5.418, -1.966, -2.950], [-5.746, -0.764, -2.390], [-6.803, -0.248, -2.459], [-4.667, -0.236, -1.743], [-3.643, -3.349, -2.795], [-3.643, -1.785, -0.831], [-2.651, -0.738, -1.873], [-3.623, -1.696, -3.911], [4.905, 7.697, 0.748], [6.194, 6.951, 1.001], [5.828, 6.061, 2.044], [4.501, 5.807, 1.909], [3.928, 4.918, 2.444], [3.922, 6.703, 1.072], [7.174, 7.772, 1.439], [4.793, 8.551, 1.416], [4.798, 8.030, -0.280], [6.562, 6.377, 0.149], [-2.740, -4.541, 3.146], [-1.264, -4.653, 2.844], [-1.265, -4.987, 1.465], [-2.394, -4.450, 0.927], [-2.577, -4.304, -0.237], [-3.266, -4.092, 1.892], [-0.678, -5.654, 3.545], [-3.182, -5.505, 3.401], [-2.955, -3.828, 3.938], [-0.701, -3.732, 2.991], [-4.315, 0.892, 2.336], [-5.104, -0.383, 2.138], [-4.088, -1.302, 1.748], [-2.934, -0.885, 2.324], [-1.960, -1.563, 2.424], [-3.038, 0.386, 2.764], [-6.001, -0.264, 1.139], [-4.196, 1.440, 1.401], [-4.744, 1.551, 3.085], [-5.605, -0.756, 3.032]], "forces_ev_per_a": [[-0.94, 0.10, 0.21], [0.73, -0.19, -0.11], [-0.04, 2.64, -0.07], [-0.10, -0.24, 0.80], [-0.36, 0.69, -0.63], [1.47, 0.16, -0.99], [-0.18, 0.00, 0.19], [-0.51, -0.14, 0.89], [0.45, 0.21, -0.46], [0.73, -1.01, -0.83], [-0.98, -0.39, -0.17], [-0.12, 0.30, -0.43], [0.41, -0.20, 0.43], [0.35, -0.67, -0.15], [-0.36, 0.07, -0.10], [0.36, 0.62, 0.14], [-0.27, -0.24, -0.14], [0.16, 0.53, -0.16], [0.02, 0.08, 0.03], [-0.24, 0.26, -0.19], [-0.70, -1.18, -1.47], [1.21, 1.26, 1.31], [0.39, -1.87, 0.36], [-0.15, -0.20, -0.05], [-0.32, -0.21, -0.16], [-0.42, -0.07, 0.55], [-0.49, -0.30, 0.19], [-0.02, -0.03, 0.42], [0.26, 0.66, 0.33], [-0.19, 0.00, 0.15], [-0.17, 0.13, -0.23], [-0.08, -0.12, 0.08], [-0.07, -0.09, 0.01], [0.00, -0.26, 0.20], [-0.12, -0.21, 0.06], [0.08, -0.01, -0.02], [0.08, 0.00, 0.02], [0.21, -0.03, 0.11], [0.21, 0.11, 0.23], [-0.11, -0.38, 0.26], [0.20, 0.39, -0.13], [-0.16, -0.06, 0.08], [-0.07, 0.03, 0.05], [0.12, -0.08, -0.12], [-0.03, 0.05, -0.12], [-0.03, -0.21, -0.15], [-0.10, 0.17, -0.07], [0.02, -0.08, -0.03], [-0.15, 0.16, -0.24], [0.09, 0.24, 0.29], [-0.13, -0.15, -0.36], [-0.04, 0.02, 0.17], [-0.13, -0.08, -0.01], [0.20, -0.03, -0.02], [0.00, -0.07, 0.02], [0.14, -0.04, 0.08], [-0.15, -0.16, -0.02], [0.11, 0.04, 0.02], [-0.21, 0.18, 0.21], [0.06, -0.30, 0.13], [-0.17, 0.31, 0.01], [-0.12, -0.03, 0.08], [0.04, 0.08, -0.10], [0.16, -0.34, -0.01], [0.01, 0.00, -0.11], [0.17, -0.08, -0.02], [-0.07, 0.15, -0.17], [0.07, -0.05, 0.05], [-0.05, 0.26, 0.20], [-0.14, 0.15, -0.44], [0.01, 0.16, 0.40], [0.03, -0.21, -0.07], [0.20, 0.23, -0.11], [-0.10, -0.10, -0.12], [0.06, -0.10, 0.02], [-0.09, -0.13, -0.08], [0.18, -0.07, 0.15], [-0.06, -0.03, -0.05]]}